# 1
130
Properties=species:S:1:pos:R:3 method="wB97M-V/def2-TZVPD" e_homo_ev=-2.277 total_charge=-1
N 5.604 0.115 -1.511
C 4.951 -0.087 -2.807
C 3.591 0.641 -3.026
C 2.794 0.863 -1.758
C 3.262 2.111 -0.973
C 3.832 3.330 -1.758
C 2.941 3.917 -2.794
F 3.450 4.048 -4.055
C 1.683 4.303 -2.629
F 0.766 4.244 -3.601
F 1.183 4.805 -1.497
C 1.319 1.099 -2.160
P 0.407 -0.435 -1.692
O 1.195 -1.656 -1.574
O -0.316 -0.128 -0.266
O -0.770 -0.711 -2.813
H 4.998 -0.246 -0.781
H 5.710 1.110 -1.356
H 5.642 0.238 -3.593
H 4.783 -1.155 -2.965
H 3.000 -0.038 -3.652
H 3.750 1.547 -3.653
H 4.080 1.794 -0.313
H 2.466 2.411 -0.294
H 4.802 3.075 -2.183
H 4.041 4.122 -1.029
H 0.889 1.931 -1.594
H 1.205 1.224 -3.250
H -0.830 0.686 -0.356
H -0.966 0.132 -3.245
C -0.954 -5.226 -1.287
Cl -1.064 -3.507 -1.592
Cl 0.436 -5.889 -2.152
Cl -0.852 -5.551 0.454
H -1.848 -5.710 -1.658
C 1.759 0.441 3.434
Cl 0.970 -0.461 2.140
Cl 3.361 -0.215 3.728
Cl 1.886 2.159 3.049
H 1.168 0.335 4.334
C 3.322 -5.568 -4.625
Cl 3.001 -4.224 -3.549
Cl 4.761 -5.272 -5.613
Cl 3.501 -7.079 -3.717
H 2.478 -5.681 -5.292
C 4.894 4.916 2.756
Cl 5.503 4.261 1.244
Cl 3.134 5.091 2.708
Cl 5.380 3.905 4.118
H 5.325 5.899 2.894
C -1.623 6.134 0.757
Cl -2.274 7.142 -0.540
Cl -0.311 6.966 1.593
Cl -2.895 5.678 1.889
H -1.221 5.231 0.315
C -4.207 -0.750 0.720
Cl -3.334 0.769 0.958
Cl -3.125 -2.058 0.263
Cl -5.123 -1.158 2.178
H -4.915 -0.603 -0.090
C -4.455 5.004 5.468
Cl -5.133 4.076 4.128
Cl -2.876 4.372 5.932
Cl -4.343 6.711 5.040
H -5.121 4.907 6.315
C -5.010 -4.330 -2.981
Cl -4.084 -2.857 -2.742
Cl -3.958 -5.674 -3.451
Cl -5.918 -4.732 -1.521
H -5.714 -4.167 -3.786
C 3.803 -4.365 4.102
Cl 2.978 -3.380 2.919
Cl 5.270 -3.538 4.647
Cl 2.748 -4.775 5.464
H 4.104 -5.288 3.622
C 8.513 -1.013 3.647
Cl 6.990 -0.521 2.921
Cl 8.273 -2.338 4.794
Cl 9.688 -1.468 2.410
H 8.913 -0.169 4.194
C -5.784 9.883 3.125
Cl -4.544 9.250 2.045
Cl -7.234 8.878 3.070
Cl -5.171 10.002 4.778
H -6.050 10.877 2.793
C -2.542 3.936 -4.665
Cl -2.785 3.197 -6.246
Cl -4.074 4.528 -4.011
Cl -1.779 2.806 -3.552
H -1.878 4.782 -4.784
C 0.808 -8.263 3.053
Cl -0.816 -7.938 3.668
Cl 1.834 -6.840 3.209
Cl 1.518 -9.647 3.893
H 0.728 -8.515 2.003
C -0.901 -3.361 5.730
Cl -0.952 -5.007 5.094
Cl -0.177 -3.345 7.341
Cl -0.028 -2.305 4.627
H -1.918 -3.000 5.814
C -1.228 4.686 -10.026
Cl 0.051 5.139 -11.156
Cl -1.684 2.997 -10.243
Cl -0.732 4.994 -8.363
H -2.094 5.299 -10.240
C -4.781 -5.454 2.582
Cl -6.170 -4.794 1.716
Cl -5.316 -6.458 3.937
Cl -3.737 -6.368 1.499
H -4.208 -4.626 2.982
C -0.934 -6.139 10.027
Cl 0.091 -5.889 11.443
Cl -1.982 -4.741 9.765
Cl 0.044 -6.482 8.601
H -1.564 -6.997 10.216
C 6.896 -3.825 -0.286
Cl 6.262 -3.891 1.370
Cl 5.683 -4.488 -1.378
Cl 7.354 -2.200 -0.802
H 7.779 -4.449 -0.319
C -5.943 3.225 -9.137
Cl -7.306 3.964 -8.295
Cl -4.556 4.315 -9.163
Cl -5.509 1.685 -8.398
H -6.240 3.037 -10.159
C -8.032 1.512 -0.141
Cl -8.171 3.233 -0.503
Cl -6.622 0.822 -0.953
Cl -7.958 1.241 1.597
H -8.914 1.016 -0.523

# 2
54
Properties=species:S:1:pos:R:3 method="wB97M-V/def2-TZVPD" e_homo_ev="-9.498 / -9.481" total_charge=+1 spin_multiplicity=6
Mn 0.000 0.000 -0.133
C 2.311 1.966 -0.222
C 2.963 0.686 -0.749
N 1.935 -0.268 -1.215
C 2.346 -1.665 -1.454
C 1.149 -2.625 -1.277
N -0.134 -1.927 -1.507
C -1.358 -2.711 -1.161
C -2.310 -1.966 -0.221
C -2.962 -0.686 -0.747
N -1.935 0.268 -1.213
C -2.346 1.666 -1.451
C -1.149 2.625 -1.274
N 0.133 1.927 -1.506
C 1.358 2.711 -1.161
H 3.112 2.658 0.049
H 1.783 1.733 0.710
H 3.500 0.216 0.076
H 3.690 0.901 -1.538
H 1.593 0.083 -2.102
H 3.123 -1.932 -0.738
H 2.783 -1.768 -2.451
H 1.124 -2.994 -0.258
H 1.270 -3.490 -1.934
H -0.183 -1.705 -2.497
H -1.047 -3.631 -0.663
H -1.874 -3.013 -2.075
H -1.782 -1.734 0.711
H -3.110 -2.659 0.050
H -3.499 -0.216 0.078
H -3.690 -0.901 -1.535
H -1.594 -0.083 -2.101
H -3.123 1.932 -0.735
H -2.784 1.770 -2.447
H -1.122 2.992 -0.254
H -1.270 3.491 -1.930
H 0.182 1.707 -2.496
H 1.048 3.631 -0.663
H 1.873 3.014 -2.075
C 0.982 -2.305 2.205
C 0.429 -1.020 2.723
C 0.274 -0.655 4.034
C -0.275 0.654 4.034
C -0.430 1.020 2.723
C -0.983 2.305 2.205
N 0.000 0.000 1.893
H 1.281 -2.934 3.042
H 1.875 -2.153 1.586
H 0.251 -2.880 1.626
H 0.528 -1.259 4.891
H -0.530 1.258 4.891
H -1.281 2.934 3.043
H -1.875 2.153 1.587
H -0.251 2.879 1.626

# 3
70
Properties=species:S:1:pos:R:3 method="wB97M-V/def2-TZVPD" e_homo_ev=-8.700 total_charge=+1
N 4.351 -0.473 -0.016
C 3.965 0.802 -0.642
C 2.770 0.505 -1.603
C 1.904 1.731 -1.874
C 2.350 2.857 -2.618
C 1.553 3.982 -2.873
C 0.223 4.032 -2.386
C -0.247 2.936 -1.656
C 0.580 1.799 -1.401
C -0.067 0.658 -0.617
O 0.509 0.061 0.261
C -1.531 0.392 -1.021
C -2.070 -0.894 -1.157
C -3.422 -1.000 -1.573
C -4.003 -2.425 -1.752
O -4.240 -3.116 -0.709
O -4.188 -2.835 -2.893
C -4.196 0.154 -1.847
C -5.635 -0.053 -2.331
O -6.549 -0.467 -1.308
O -5.930 -0.531 -0.055
C -3.644 1.441 -1.686
C -2.316 1.526 -1.279
C -1.660 2.867 -1.132
O -2.255 3.816 -0.588
H 4.482 -1.144 -0.770
H 5.225 -0.367 0.500
H 3.615 1.558 0.084
H 4.821 1.140 -1.256
H 2.199 -0.345 -1.191
H 3.142 0.164 -2.595
H 3.362 2.875 -3.050
H 1.885 4.839 -3.467
H -0.458 4.870 -2.578
H -1.437 -1.765 -0.941
H -6.021 0.841 -2.867
H -5.584 -0.858 -3.097
H -5.869 -1.482 0.146
H -4.186 2.392 -1.884
C -0.955 0.284 2.735
O -1.153 0.278 4.163
C -0.027 0.252 4.845
O 1.076 0.232 4.428
O -0.341 0.251 6.209
C 0.867 0.214 7.079
H -1.934 0.307 2.263
H -0.399 1.169 2.434
H -0.437 -0.619 2.420
H 1.481 1.093 6.900
H 1.428 -0.699 6.895
H 0.541 0.220 8.109
Al -4.260 3.701 -0.566
Cl 0.910 -5.941 -4.127
C -0.869 -5.984 -4.051
C -1.449 -4.684 -3.554
Cl -1.078 -4.397 -1.828
H -1.159 -6.820 -3.417
H -1.226 -6.181 -5.061
H -2.536 -4.700 -3.644
H -1.076 -3.835 -4.123
Br -1.802 0.557 7.509
O 7.401 -0.094 4.302
S 6.391 -0.594 3.365
O 6.197 -2.028 3.584
O 6.831 -0.366 1.981
O 5.129 0.127 3.591
O 4.074 5.372 2.241
V 4.847 4.107 1.439
O 5.619 2.849 0.631
K -3.519 -4.553 0.970

# 4
13
Properties=species:S:1:pos:R:3 method="wB97M-V/def2-TZVPD" e_homo_ev=-8.206 de_lowest_kj_mol=531.29
C -0.619 -1.181 -1.059
C -0.715 -0.265 -0.058
C 0.648 -1.272 -1.731
C 0.353 0.633 0.423
C 1.840 -0.988 -1.624
C 0.158 1.303 1.543
O 0.989 2.126 2.083
H -1.383 -1.919 -1.229
H -1.634 -0.007 0.552
H 0.637 -1.678 -2.766
H 1.372 0.662 -0.042
H -0.738 1.218 2.091
H 1.967 2.257 1.751

# 5
172
Properties=species:S:1:pos:R:3 method="wB97M-V/def2-TZVPD" e_homo_ev=-8.509 smiles="COCCNCCOC.COCCNCCOC.COCCNCCOC.COCCNCCOC.COCCNCCOC.NC(N)=O.NC(N)=O.CCO.CCO.CCO.CCO" de_lowest_kj_mol=0.47
C -10.316 2.165 -0.175
O -9.209 2.973 -0.700
C -9.466 3.605 -1.896
C -8.280 4.467 -2.179
N -7.059 3.554 -2.369
C -5.874 4.442 -2.438
C -4.599 3.539 -2.499
O -3.532 4.456 -2.667
C -2.284 3.904 -2.820
H -9.893 1.560 0.628
H -10.694 1.452 -0.908
H -11.101 2.726 0.330
H -10.336 4.257 -1.972
H -9.503 2.918 -2.741
H -7.991 5.126 -1.361
H -8.379 5.121 -3.045
H -7.054 2.955 -1.556
H -5.832 5.096 -1.567
H -5.918 5.053 -3.339
H -4.712 2.890 -3.368
H -4.479 2.964 -1.581
H -2.087 3.331 -1.914
H -1.568 4.718 -2.939
H -2.241 3.291 -3.720
C -1.574 -0.017 -2.771
O -1.654 -1.399 -3.146
C -1.275 -1.664 -4.522
C -1.224 -3.173 -4.710
N -2.565 -3.807 -4.557
C -2.501 -5.267 -4.679
C -3.792 -5.922 -4.150
O -3.864 -6.113 -2.698
C -4.373 -5.023 -1.934
H -0.526 0.221 -2.586
H -2.074 0.222 -1.833
H -2.040 0.663 -3.484
H -0.284 -1.240 -4.681
H -1.923 -1.223 -5.279
H -0.533 -3.650 -4.015
H -0.864 -3.377 -5.718
H -2.879 -3.450 -3.666
H -1.620 -5.672 -4.182
H -2.446 -5.560 -5.727
H -3.631 -6.950 -4.475
H -4.794 -5.689 -4.508
H -4.537 -5.482 -0.959
H -5.206 -4.414 -2.284
H -3.612 -4.277 -1.704
C 6.670 3.430 -2.384
O 5.350 3.203 -2.896
C 4.347 4.256 -2.783
C 3.177 4.038 -3.796
N 2.284 5.172 -3.690
C 0.870 4.884 -3.833
C 0.436 4.156 -5.074
O 0.488 2.718 -4.707
C 0.220 1.894 -5.803
H 6.835 3.301 -1.315
H 6.829 4.482 -2.624
H 7.556 2.960 -2.811
H 4.846 5.225 -2.777
H 3.881 4.175 -1.800
H 2.628 3.124 -3.569
H 3.636 3.837 -4.764
H 2.428 5.648 -2.811
H 0.414 5.849 -3.609
H 0.681 4.258 -2.961
H 1.183 4.361 -5.840
H -0.507 4.524 -5.480
H 0.026 0.856 -5.534
H 1.000 1.993 -6.558
H -0.662 2.266 -6.326
C -1.262 -1.442 2.867
O -1.144 -1.059 4.241
C -0.259 0.082 4.405
C -0.111 0.229 5.906
N 0.608 -0.896 6.423
C 1.210 -0.535 7.675
C 2.040 -1.650 8.240
O 3.221 -1.852 7.512
C 3.998 -2.965 8.044
H -2.150 -2.024 2.620
H -0.364 -2.049 2.748
H -1.365 -0.580 2.208
H -0.704 0.999 4.016
H 0.666 -0.024 3.838
H -1.109 0.304 6.339
H 0.290 1.213 6.150
H 1.366 -1.011 5.767
H 0.433 -0.320 8.409
H 1.854 0.344 7.707
H 1.469 -2.571 8.355
H 2.291 -1.377 9.265
H 3.583 -3.952 7.837
H 4.299 -2.820 9.081
H 4.895 -2.938 7.425
C 7.001 -8.253 0.964
O 7.281 -6.861 0.997
C 7.743 -6.333 2.231
C 6.562 -6.276 3.282
N 5.920 -4.997 3.104
C 4.688 -4.852 3.900
C 3.978 -3.490 3.720
O 3.213 -3.543 2.468
C 2.511 -2.333 2.257
H 5.990 -8.484 1.300
H 7.578 -8.881 1.644
H 7.239 -8.663 -0.017
H 8.180 -5.356 2.026
H 8.547 -6.988 2.565
H 6.949 -6.322 4.300
H 5.862 -7.104 3.170
H 5.680 -5.236 2.152
H 4.929 -4.915 4.961
H 4.012 -5.631 3.546
H 4.738 -2.712 3.792
H 3.297 -3.257 4.539
H 1.612 -2.649 1.728
H 3.035 -1.652 1.587
H 2.142 -1.814 3.142
N 2.374 -1.431 -3.288
C 2.173 -0.469 -4.127
N 1.912 0.594 -3.487
O 2.235 -0.578 -5.330
H 2.799 -2.285 -3.618
H 2.216 -1.281 -2.302
H 1.458 1.377 -3.935
H 1.956 0.493 -2.483
N 1.550 -4.476 -1.083
C 0.791 -3.419 -1.039
N -0.403 -3.702 -1.453
O 1.236 -2.291 -0.692
H 1.125 -5.335 -1.404
H 2.553 -4.479 -0.963
H -0.723 -4.620 -1.727
H -1.018 -2.913 -1.593
C -2.242 6.121 -0.085
C -1.812 6.738 1.276
O -2.184 5.854 2.322
H -1.534 5.362 -0.416
H -2.131 6.879 -0.861
H -3.300 5.859 -0.105
H -2.235 7.743 1.284
H -0.723 6.780 1.321
H -3.137 5.937 2.402
C 3.495 1.322 3.274
C 4.065 0.503 4.440
O 3.055 -0.396 4.875
H 3.460 0.725 2.362
H 4.144 2.174 3.074
H 2.520 1.705 3.573
H 4.266 1.102 5.328
H 4.984 -0.054 4.259
H 3.131 -0.624 5.805
C 0.529 2.477 -0.615
C 0.620 1.104 0.225
O 1.540 0.297 -0.461
H -0.258 3.088 -0.174
H 0.167 2.200 -1.605
H 1.528 2.903 -0.707
H -0.324 0.559 0.207
H 1.072 1.256 1.205
H 1.497 -0.611 -0.153
C -3.404 1.370 1.367
C -4.585 2.326 1.469
O -5.380 1.708 2.485
H -2.612 1.730 0.710
H -3.829 0.478 0.908
H -2.979 1.088 2.330
H -5.269 2.387 0.623
H -4.324 3.364 1.678
H -4.901 1.945 3.283